The following is a quantum chemistry calculation of the ion C6H8NO with charge +1 at a distorted geometry, from OMol25.

Calculated values
Calculated total energy in hartree: -363.00851
Total charge: +1
HOMO energy in eV: -13.83
2S+1: 1
Energy relative to the best compared isomer or geometry (same formula, charge and spin) in eV: 2.4156

Last columns: bonded neighbours and bond lengths (Å).
Positions of all 16 atoms, in Å:
1 C -1.50 0.27 -1.80  C2 1.284, C6 1.442, H9 1.055
2 C -2.28 0.52 -0.81  C1 1.284, C6 1.386, H10 1.128
3 C 0.21 1.43 0.15  C4 1.441, C6 1.513, O8 1.194
4 C 1.18 0.67 0.90  C3 1.441, C5 1.557, H11 1.170, H12 1.099
5 C 1.39 -0.83 0.54  C4 1.557, N7 1.484, H13 1.097, H14 1.062
6 C -0.93 0.71 -0.55  C1 1.442, C2 1.386, C3 1.513
7 N 0.07 -1.42 0.19  C5 1.484, H15 1.106, H16 1.029
8 O 0.11 2.61 0.16  C3 1.194
9 H -1.38 -0.18 -2.75  C1 1.055
10 H -3.29 0.88 -0.46  C2 1.128
11 H 2.29 1.02 1.05  C4 1.170
12 H 0.82 0.80 1.93  C4 1.099
13 H 2.02 -1.14 -0.30  C5 1.097
14 H 1.72 -1.35 1.41  C5 1.062
15 H 0.11 -2.21 -0.58  N7 1.106
16 H -0.53 -1.78 0.95  N7 1.029